(1)
Here is an isolated molecule of C5H12O2 from the OMol25 dataset. Energies are from ωB97M-V/def2-TZVPD.

The HOMO-LUMO gap is 10.94 eV. The calculation puts the energy above the lowest of the compared OMol25 structures with the same formula, charge and spin at 33.9 kcal per mole. The lowest unoccupied orbital energy comes out at 0.98 eV.

Last columns: bonded neighbours and bond lengths (Å).
Atoms and positions in Å:
1 C 2.13392 -0.08734 0.98406  O2 1.405, H8 1.101, H9 1.096, H10 1.092
2 O 1.14056 0.48584 0.17313  C1 1.405, C3 1.419
3 C -0.08629 -0.21959 0.28106  O2 1.419, C4 1.578, C5 1.540, H11 1.107
4 C -0.54307 -0.46842 1.77107  C3 1.578, H12 1.100, H13 1.098, H14 1.088
5 C -1.10503 0.55901 -0.57255  C3 1.540, C6 1.534, H15 1.097, H16 1.094
6 C -1.13747 0.24471 -2.07389  C5 1.534, O7 1.411, H17 1.105, H18 1.097
7 O -0.01936 0.70431 -2.80105  C6 1.411, H19 0.965
8 H 2.45714 -1.06988 0.60649  C1 1.101
9 H 1.72268 -0.23005 1.98990  C1 1.096
10 H 2.98361 0.59837 1.01449  C1 1.092
11 H 0.05980 -1.22171 -0.16503  C3 1.107
12 H -0.09124 0.15520 2.55631  C4 1.100
13 H -0.36778 -1.50696 2.08249  C4 1.098
14 H -1.61292 -0.28376 1.84512  C4 1.088
15 H -0.90712 1.63112 -0.44778  C5 1.097
16 H -2.10609 0.35659 -0.17920  C5 1.094
17 H -1.29200 -0.83845 -2.22555  C6 1.105
18 H -2.00457 0.74827 -2.51998  C6 1.097
19 H 0.77524 0.44272 -2.31908  O7 0.965

---

(2)
Here is an isolated molecule of C5H12O2 from the OMol25 dataset. Energies are from ωB97M-V/def2-TZVPD.

The HOMO-LUMO gap is 7.82 eV. The calculation puts the energy above the lowest of the compared OMol25 structures with the same formula, charge and spin at 100.1 kcal per mole. The lowest unoccupied orbital energy comes out at 0.63 eV.

Last columns: bonded neighbours and bond lengths (Å).
Atoms and positions in Å:
1 C -2.41278 1.34914 -0.32124  C2 1.525, H8 1.096, H9 1.095, H10 1.094
2 C -1.19690 0.78557 0.40729  C1 1.525, C3 1.518, H11 1.098, H12 1.094
3 C -0.08687 0.35610 -0.53414  C2 1.518, O4 1.387, O7 1.460, H13 1.092
4 O 0.22557 1.24313 -1.55310  C3 1.387, H14 0.967
5 C 0.96800 -1.30590 1.08616  C6 1.513, O7 1.702, H15 1.102
6 C 1.96079 -2.12131 0.28620  C5 1.513, H16 1.100, H17 1.110, H18 1.097
7 O 1.10733 0.19189 0.29041  C3 1.460, C5 1.702, H19 0.975
8 H -2.16221 2.25332 -0.88746  C1 1.096
9 H -2.83658 0.62497 -1.02487  C1 1.095
10 H -3.19280 1.61539 0.39826  C1 1.094
11 H -0.77993 1.52810 1.10026  C2 1.098
12 H -1.44416 -0.09437 1.00870  C2 1.094
13 H -0.28597 -0.61236 -0.99789  C3 1.092
14 H 0.18329 2.14345 -1.20198  O4 0.967
15 H 1.46587 -0.97817 2.01333  C5 1.102
16 H 1.61876 -2.29305 -0.74527  C6 1.100
17 H 3.00806 -1.75672 0.23442  C6 1.110
18 H 1.99306 -3.10953 0.76175  C6 1.097
19 H 1.86745 0.18035 -0.32083  O7 0.975

---

(3)
Here is a cluster of 3 separate species, C5H12O2 in total from the OMol25 dataset. Energies are from ωB97M-V/def2-TZVPD.

The HOMO-LUMO gap is 8.11 eV. The calculation puts the energy above the lowest of the compared OMol25 structures with the same formula, charge and spin at 115.8 kcal per mole. The lowest unoccupied orbital energy comes out at -0.06 eV.

Last columns: bonded neighbours and bond lengths (Å).
Atoms and positions in Å:
1 C -0.65394 -2.25331 0.98389  C2 1.550, H6 1.058, H7 1.078, H8 1.170
2 C -0.14339 -1.32276 -0.14612  C1 1.550, C3 1.363, C5 1.555
3 C 0.73937 -1.82887 -1.05342  C2 1.363, H9 1.159, H10 1.016
4 C -0.85760 0.35520 -1.95584  C5 1.377, H11 1.048, H12 1.094
5 C -1.15219 -0.34061 -0.80524  C2 1.555, C4 1.377, H13 1.067
6 H 0.16612 -2.72494 1.45789  C1 1.058
7 H -1.27973 -3.00429 0.52874  C1 1.078
8 H -1.17475 -1.67030 1.85384  C1 1.170
9 H 0.80021 -2.91616 -1.45020  C3 1.159
10 H 1.14854 -1.08850 -1.61550  C3 1.016
11 H -0.05193 1.01091 -2.09256  C4 1.048
12 H -1.66381 0.23933 -2.68634  C4 1.094
13 H -2.14574 -0.44005 -0.42917  C5 1.067
14 H -0.55250 1.02328 0.73630  O16 0.973
15 H 0.69479 1.06680 1.69446  O16 0.925
16 O -0.20536 1.26278 1.61366  H14 0.973, H15 0.925
17 H 1.63831 4.81722 0.93642  O19 0.992
18 H 2.30166 3.46100 1.04437  O19 0.959
19 O 2.39194 4.35327 1.38484  H17 0.992, H18 0.959

---

(4)
Here is a cluster of 2 separate species, C5H12O2 in total from the OMol25 dataset. Energies are from ωB97M-V/def2-TZVPD.

The HOMO-LUMO gap is 10.09 eV. The calculation puts the energy above the lowest of the compared OMol25 structures with the same formula, charge and spin at 41.0 kcal per mole. The lowest unoccupied orbital energy comes out at 0.79 eV.

Last columns: bonded neighbours and bond lengths (Å).
Atoms and positions in Å:
1 O 2.43699 -1.13874 -0.93064  C2 1.209
2 C 1.55583 -0.73560 -0.20712  O1 1.209, C3 1.492, H7 1.094
3 C 0.15338 -1.19079 -0.43298  C2 1.492, C4 1.608, H8 1.087, H9 1.083
4 C -0.99570 -0.11615 -0.09984  C3 1.608, C5 1.546, C6 1.534, H10 1.089
5 C -2.27601 -0.82914 0.39250  C4 1.546, H11 1.086, H12 1.090, H13 1.073
6 C -0.54685 0.89589 0.96183  C4 1.534, H14 1.094, H15 1.084, H16 1.085
7 H 1.87901 -0.22196 0.70283  C2 1.094
8 H 0.06010 -1.41364 -1.49254  C3 1.087
9 H -0.13248 -2.02743 0.19271  C3 1.083
10 H -1.18763 0.35938 -1.06039  C4 1.089
11 H -3.01816 -0.83819 -0.39973  C5 1.086
12 H -2.61733 -0.31989 1.29339  C5 1.090
13 H -2.10652 -1.83707 0.71916  C5 1.073
14 H -0.59745 0.43826 1.95454  C6 1.094
15 H 0.47487 1.24324 0.86327  C6 1.084
16 H -1.27302 1.70159 0.97802  C6 1.085
17 H 2.78967 1.68491 -1.95101  O19 0.952
18 H 2.74031 2.56142 -0.47138  O19 0.951
19 O 2.66099 1.78392 -1.01262  H17 0.952, H18 0.951

---

(5)
Here is a cluster of 3 separate species, C5H12O2 in total from the OMol25 dataset. Energies are from ωB97M-V/def2-TZVPD.

The HOMO-LUMO gap is 8.42 eV. The calculation puts the energy above the lowest of the compared OMol25 structures with the same formula, charge and spin at 110.8 kcal per mole. The lowest unoccupied orbital energy comes out at 0.47 eV.

Last columns: bonded neighbours and bond lengths (Å).
Atoms and positions in Å:
1 C 0.47985 0.11381 -2.84543  C2 1.470, H6 1.069, H7 1.131, H8 1.183
2 C -0.05272 -0.73906 -1.77299  C1 1.470, C3 1.281, H9 1.129
3 C -0.40545 -1.93397 -1.47561  C2 1.281, C4 1.487, H10 1.104
4 C 0.29739 -2.61700 -0.35729  C3 1.487, C5 1.366, H11 1.104
5 C 0.66115 -2.00805 0.81035  C4 1.366, H12 1.041, H13 1.062
6 H -0.06888 0.22007 -3.75722  C1 1.069
7 H 0.76628 1.16944 -2.55764  C1 1.131
8 H 1.48422 -0.26317 -3.34463  C1 1.183
9 H -0.05140 -0.26264 -0.74986  C2 1.129
10 H -0.70209 -2.51599 -2.36507  C3 1.104
11 H 0.66231 -3.63415 -0.58253  C4 1.104
12 H 1.54286 -2.41832 1.18101  C5 1.041
13 H -0.11208 -1.36083 1.14243  C5 1.062
14 H -1.14746 4.69164 2.35126  O16 0.971
15 H -1.40492 3.77122 1.26392  O16 0.923
16 O -1.31064 3.74924 2.18206  H14 0.971, H15 0.923
17 H -0.33554 1.54106 2.80460  O19 1.021
18 H 0.03584 1.47752 4.39014  O19 0.923
19 O -0.33873 1.01917 3.68252  H17 1.021, H18 0.923

---

(6)
Here is an isolated molecule of C5H12O2 from the OMol25 dataset. Energies are from ωB97M-V/def2-TZVPD.

The HOMO-LUMO gap is 10.85 eV. The calculation puts the energy above the lowest of the compared OMol25 structures with the same formula, charge and spin at 12.6 kcal per mole. The lowest unoccupied orbital energy comes out at 0.83 eV.

Last columns: bonded neighbours and bond lengths (Å).
Atoms and positions in Å:
1 C -1.73812 0.38508 2.02092  C2 1.525, H8 1.094, H9 1.097, H10 1.095
2 C -0.34766 0.08443 1.47030  C1 1.525, C3 1.529, H11 1.098, H12 1.099
3 C -0.35633 -0.06290 -0.05173  C2 1.529, O4 1.414, C5 1.539, H13 1.099
4 O -0.89294 1.07731 -0.69286  C3 1.414, H14 0.971
5 C 1.03973 -0.34761 -0.63343  C3 1.539, C6 1.521, O7 1.429, H15 1.101
6 C 0.94632 -0.91888 -2.03956  C5 1.521, H16 1.095, H17 1.098, H18 1.095
7 O 1.72115 0.90856 -0.62999  C5 1.429, H19 0.965
8 H -2.11556 1.32534 1.60947  C1 1.094
9 H -2.44687 -0.40523 1.74257  C1 1.097
10 H -1.73019 0.45963 3.11345  C1 1.095
11 H 0.35772 0.87826 1.75007  C2 1.098
12 H 0.03717 -0.84790 1.90666  C2 1.099
13 H -1.01795 -0.89980 -0.31564  C3 1.099
14 H -0.14819 1.69934 -0.73927  O4 0.971
15 H 1.57585 -1.04761 0.02551  C5 1.101
16 H 0.28554 -0.29309 -2.64784  C6 1.095
17 H 1.93324 -0.96848 -2.51758  C6 1.098
18 H 0.54056 -1.93562 -2.01538  C6 1.095
19 H 2.35653 0.90916 -1.35566  O7 0.965

---

Which of these has the lowest HOMO-LUMO gap?
number 2

---

Which of these has the highest HOMO-LUMO gap?
number 1

---

Number 3 is which compound?
C5H12O2